Record 1
Here is a structure of composition C3H3CuMgO4 from OMol25. Energies are from ωB97M-V/def2-TZVPD.

Computed properties:
E_tot in eV: -61432.716
Molecular weight in g mol⁻¹: 190.90
HOMO level (alpha / beta) in eV: -5.8 / -5.8
E_LUMO (alpha / beta) in hartree: -0.0471 / -0.0471
Spin multiplicity: 1

```
12
Properties=species:S:1:pos:R:3:lowdin_charge:R:1
C 0.676 -1.098 -0.802 -0.588
O 1.567 -0.788 -1.569 0.069
O 0.148 -2.251 -0.623 -0.382
C -0.056 -0.003 0.032 -0.406
O -1.000 -0.291 0.750 0.047
O 0.452 1.182 -0.091 0.020
C -0.094 2.243 0.706 -0.010
H 0.006 1.996 1.769 0.103
H 0.494 3.130 0.459 0.100
H -1.149 2.394 0.450 0.103
Mg 0.414 -3.995 -1.857 0.510
Cu -1.460 -2.518 0.775 0.433
```


Record 2
Here is a cluster of 2 separate species, C3HCl3NP in total from OMol25. Energies are from ωB97M-V/def2-TZVPD.

Computed properties:
E_tot in eV: -51468.285
Molecular weight in g mol⁻¹: 188.38
HOMO level (alpha / beta) in eV: -10.1 / -10.1
E_LUMO (alpha / beta) in hartree: -0.0717 / -0.1303
Spin multiplicity: 1

```
9
Properties=species:S:1:pos:R:3:lowdin_charge:R:1
C 0.483 0.666 -0.261 -0.882
C 0.414 -0.320 0.672 -0.249
C -0.747 0.534 -1.062 -0.909
N -1.596 -0.421 -0.677 -0.233
P -1.152 -1.217 0.774 0.883
Cl 1.644 1.832 -0.413 0.742
Cl 2.508 -0.422 2.983 -0.045
Cl -1.064 1.600 -2.295 0.770
H -0.491 -2.252 0.279 -0.078
```


Record 3
Here is a cluster of 2 separate species, C13H28BFN3O4S in total from OMol25. Energies are from ωB97M-V/def2-TZVPD.

Computed properties:
E_tot in eV: -40811.097
Total charge: +1
Molecular weight in g mol⁻¹: 352.26
HOMO level in eV: -11.2
E_LUMO in hartree: -0.2904
Spin multiplicity: 1

```
51
Properties=species:S:1:pos:R:3:lowdin_charge:R:1
C -5.801 1.025 -5.197 -0.180
C -4.773 -0.293 -5.253 -0.497
S -3.692 -0.144 -3.713 0.814
C -2.950 -1.793 -3.223 -0.416
N -1.851 -1.504 -2.216 -0.151
F -1.249 -2.632 -1.767 -0.009
C -0.843 -0.497 -2.741 -0.222
O -0.226 -0.591 -3.951 0.029
O -0.506 0.639 -1.821 0.054
B -0.803 1.937 -2.484 -0.528
N -1.972 2.819 -2.026 0.132
O 0.031 2.491 -3.592 0.033
H -5.076 1.954 -5.012 0.080
H -6.435 0.909 -4.213 0.079
H -6.432 1.116 -6.178 0.091
H -4.092 -0.166 -6.196 0.087
H -5.356 -1.315 -5.206 0.096
H -3.796 -2.384 -2.626 0.117
H -2.633 -2.486 -4.111 0.123
H -2.809 2.237 -1.784 0.068
H -2.203 3.514 -2.777 0.091
H -0.196 2.019 -4.448 0.113
C 1.254 -1.635 1.449 -0.015
C 0.939 -0.523 2.487 -0.435
C 1.119 0.866 1.822 -0.096
C 2.582 1.223 1.576 -0.156
C 3.398 1.105 2.858 -0.103
C 3.229 -0.252 3.595 -0.442
N 1.798 -0.691 3.708 0.176
O 1.208 0.056 4.746 0.166
C 4.048 -1.356 2.876 -0.021
C 3.941 -0.126 4.985 -0.021
C -0.581 -0.737 2.791 -0.014
H 0.441 -1.737 0.718 0.095
H 2.144 -1.439 0.851 0.071
H 1.369 -2.611 1.934 0.105
H 0.671 1.646 2.452 0.141
H 0.578 0.902 0.867 0.135
H 3.010 0.587 0.794 0.117
H 2.646 2.250 1.200 0.139
H 4.456 1.274 2.620 0.147
H 3.103 1.927 3.525 0.138
H 3.834 -2.344 3.300 0.105
H 5.126 -1.187 2.990 0.104
H 3.879 -1.398 1.802 0.070
H 3.560 0.714 5.578 0.089
H 5.016 0.053 4.863 0.103
H 3.825 -1.043 5.576 0.103
H -0.757 -1.723 3.236 0.104
H -1.176 -0.680 1.871 0.102
H -0.994 0.023 3.464 0.088
```


Record 4
Here is a cluster of 3 separate species, C13H34IN2O2 in total from OMol25. Energies are from ωB97M-V/def2-TZVPD.

Computed properties:
E_tot in eV: -29200.141
Total charge: +1
Molecular weight in g mol⁻¹: 377.33
HOMO level in eV: -12.1
E_LUMO in hartree: -0.1197
Spin multiplicity: 1

```
52
Properties=species:S:1:pos:R:3:lowdin_charge:R:1
C 0.207 -0.936 -0.093 -0.058
C 1.552 -0.462 -0.645 -0.211
N 1.503 0.744 -1.473 0.003
N 1.580 1.954 -0.731 -0.011
C 0.321 2.446 -0.080 -0.696
I 0.930 4.177 1.066 0.966
C -0.760 2.820 -1.052 -0.309
C -2.074 3.143 -0.322 -0.095
H -0.613 -0.655 -0.748 0.066
H 0.013 -0.498 0.884 0.044
H 0.209 -2.015 -0.005 0.090
H 2.302 -0.366 0.135 0.084
H 1.929 -1.242 -1.300 0.127
H 0.716 0.762 -2.109 0.124
H 1.933 2.716 -1.319 0.168
H 2.286 1.811 0.001 0.146
H -0.053 1.746 0.653 0.071
H -0.972 1.972 -1.705 0.099
H -0.493 3.676 -1.668 0.113
H -2.159 4.200 -0.108 0.070
H -2.129 2.557 0.591 0.080
H -2.910 2.860 -0.952 0.078
C -4.377 -3.909 -2.690 -0.073
C -3.663 -3.028 -1.682 -0.275
O -2.519 -2.367 -2.206 -0.180
C -2.756 -1.479 -3.283 -0.285
C -3.673 -0.319 -2.934 -0.077
H -3.677 -4.607 -3.151 0.085
H -5.166 -4.477 -2.199 0.082
H -4.838 -3.325 -3.488 0.069
H -3.290 -3.643 -0.863 0.118
H -4.355 -2.302 -1.241 0.108
H -3.134 -2.023 -4.154 0.112
H -1.772 -1.092 -3.561 0.109
H -4.691 -0.652 -2.729 0.073
H -3.718 0.389 -3.762 0.080
H -3.312 0.202 -2.042 0.063
C 1.695 -0.548 3.106 -0.066
C 3.074 -0.811 2.523 -0.277
O 3.809 0.367 2.237 -0.178
C 4.104 1.198 3.358 -0.275
C 4.955 0.531 4.422 -0.068
H 1.133 0.141 2.468 0.051
H 1.136 -1.481 3.190 0.090
H 1.750 -0.105 4.100 0.077
H 2.972 -1.329 1.567 0.099
H 3.649 -1.474 3.176 0.119
H 3.177 1.593 3.788 0.106
H 4.647 2.050 2.948 0.118
H 4.423 -0.280 4.921 0.071
H 5.239 1.257 5.183 0.084
H 5.860 0.112 3.981 0.088
```